[1]
{
  "formula": "C24H16Br2CoFN3O2S2",
  "method": "wB97M-V/def2-TZVPD",
  "e_above_lowest_kcal_mol": 2.3,
  "homo_ev": [-10.797, -10.819],
  "homo_lumo_gap_ev": [6.653, 6.629],
  "total_charge": 1,
  "symbols": ["Co", "Br", "C", "C", "C", "N", "C", "C", "C", "C", "C", "Br", "C", "C", "N", "H", "H", "H", "H", "H", "H", "F", "C", "C", "C", "C", "C", "C", "C", "H", "H", "H", "H", "H", "H", "O", "S", "O", "N", "C", "S", "C", "C", "C", "C", "C", "C", "H", "H", "H", "H"],
  "xyz": [[0.669, -1.049, -0.816], [0.124, -0.725, 5.671], [0.311, -0.771, 3.811], [1.436, -0.235, 3.206], [1.535, -0.290, 1.829], [0.582, -0.848, 1.078], [-0.518, -1.357, 1.661], [-0.686, -1.339, 3.032], [-1.487, -1.915, 0.702], [-2.690, -2.504, 1.046], [-3.500, -2.991, 0.030], [-5.135, -3.797, 0.445], [-3.090, -2.878, -1.291], [-1.873, -2.281, -1.547], [-1.093, -1.808, -0.575], [2.222, 0.224, 3.788], [2.384, 0.129, 1.307], [-1.569, -1.754, 3.493], [-2.998, -2.590, 2.077], [-3.699, -3.250, -2.102], [-1.504, -2.178, -2.560], [3.081, 4.393, -3.786], [2.311, 3.512, -3.135], [1.693, 2.509, -3.857], [0.897, 1.607, -3.177], [0.720, 1.698, -1.792], [-0.162, 0.764, -1.087], [1.374, 2.725, -1.101], [2.164, 3.642, -1.766], [1.837, 2.454, -4.927], [0.382, 0.831, -3.733], [-1.033, 0.479, -1.681], [-0.470, 1.118, -0.105], [1.249, 2.810, -0.028], [2.669, 4.444, -1.246], [3.968, 0.996, -2.400], [3.921, 0.297, -1.160], [3.938, 1.027, 0.075], [2.609, -0.758, -1.119], [2.993, -2.021, -1.161], [1.767, -3.181, -1.125], [4.447, -2.229, -1.195], [5.157, -3.416, -1.247], [6.543, -3.339, -1.262], [7.194, -2.108, -1.232], [6.481, -0.914, -1.186], [5.107, -1.012, -1.162], [4.640, -4.366, -1.275], [7.129, -4.247, -1.302], [8.275, -2.079, -1.249], [6.984, 0.043, -1.173]],
  "mulliken_charge": [-0.75, -0.10, -0.29, -0.86, -0.24, 0.73, 0.55, -0.67, 0.89, -0.76, -0.14, -0.09, -0.68, -0.25, 0.44, 0.50, 0.49, 0.53, 0.54, 0.45, 0.48, -0.34, 0.44, -0.74, -0.02, -0.24, -0.73, -0.22, -0.67, 0.46, 0.41, 0.68, 0.43, 0.37, 0.45, -0.58, 0.91, -0.66, 0.12, 1.09, -0.51, -0.02, -0.73, -0.60, -0.58, -0.70, 0.43, 0.46, 0.42, 0.42, 0.51]
}


[2]
{
  "formula": "C24H16BrClN2O2Pt",
  "method": "wB97M-V/def2-TZVPD",
  "homo_ev": -7.202,
  "homo_lumo_gap_ev": 6.063,
  "total_charge": 0,
  "symbols": ["Pt", "Br", "C", "C", "C", "C", "O", "C", "C", "N", "C", "C", "C", "C", "C", "C", "C", "C", "N", "C", "C", "H", "H", "H", "H", "H", "H", "H", "H", "H", "H", "Cl", "C", "C", "C", "C", "C", "C", "C", "H", "H", "H", "H", "H", "H", "O", "C"],
  "xyz": [[-0.129, -0.051, 0.705], [7.068, 1.420, -0.491], [5.355, 0.774, -0.005], [5.227, -0.511, 0.547], [3.995, -0.990, 0.889], [2.807, -0.230, 0.711], [1.700, -0.811, 1.052], [2.957, 1.084, 0.177], [1.898, 2.026, -0.008], [0.664, 1.839, 0.314], [-0.326, 2.821, 0.147], [-0.109, 4.170, 0.026], [-1.188, 5.054, -0.158], [-2.471, 4.590, -0.207], [-2.732, 3.210, -0.045], [-4.040, 2.670, -0.052], [-4.210, 1.335, 0.150], [-3.087, 0.515, 0.368], [-1.858, 0.981, 0.365], [-1.658, 2.327, 0.150], [4.247, 1.545, -0.184], [6.109, -1.119, 0.698], [3.882, -1.981, 1.308], [2.184, 2.973, -0.467], [0.894, 4.568, 0.089], [-0.989, 6.113, -0.255], [-3.303, 5.267, -0.352], [-4.884, 3.328, -0.215], [-5.191, 0.882, 0.160], [-3.178, -0.547, 0.558], [4.345, 2.541, -0.600], [-2.243, -6.287, 1.318], [-1.564, -4.832, 0.670], [-0.354, -4.377, 0.974], [-0.002, -3.080, 0.326], [-0.352, -3.091, -1.155], [0.382, -2.410, -2.039], [-1.678, -3.664, -1.429], [-2.349, -4.142, -0.363], [0.338, -4.892, 1.625], [1.019, -2.762, 0.490], [0.087, -2.336, -3.079], [1.325, -1.963, -1.754], [-2.137, -3.547, -2.402], [-3.397, -4.408, -0.439], [-2.114, -2.113, 1.026], [-0.938, -1.889, 0.856]],
  "mulliken_charge": [0.54, -0.22, -0.26, -0.38, -0.46, 0.26, -0.92, 0.42, 0.39, -0.25, 0.72, -0.49, -0.89, -0.86, 0.94, -0.53, -0.90, -0.08, -0.14, -0.15, -0.70, 0.41, 0.45, 0.30, 0.36, 0.39, 0.38, 0.42, 0.41, 0.78, 0.40, -0.22, 0.69, -1.43, 0.86, 0.39, -1.06, -0.43, -1.03, 0.44, 0.49, 0.29, 0.24, 0.41, 0.50, -0.67, 0.20]
}


[3]
{
  "formula": "C24H16Co2NO7",
  "method": "wB97M-V/def2-TZVPD",
  "e_above_lowest_kcal_mol": 63.1,
  "homo_ev": -3.442,
  "homo_lumo_gap_ev": 4.419,
  "total_charge": -1,
  "symbols": ["O", "C", "Co", "C", "O", "C", "O", "C", "C", "C", "C", "C", "C", "C", "C", "C", "Co", "C", "O", "C", "O", "C", "O", "H", "H", "H", "H", "H", "H", "H", "C", "O", "C", "C", "C", "C", "N", "C", "C", "C", "C", "H", "H", "H", "H", "H", "H", "H", "H", "H"],
  "xyz": [[-3.374, 1.836, -1.210], [-2.926, 2.397, -0.297], [-2.275, 3.112, 1.156], [-1.564, 4.690, 1.092], [-0.933, 5.666, 1.185], [-3.142, 2.445, 2.505], [-3.706, 1.927, 3.389], [-0.245, -0.590, 1.119], [-1.548, -1.142, 0.859], [-2.250, -1.730, 1.930], [-3.521, -2.261, 1.727], [-4.095, -2.242, 0.452], [-3.392, -1.677, -0.619], [-2.130, -1.116, -0.422], [0.497, 0.482, 1.302], [0.387, 1.927, 1.536], [1.460, -1.031, 1.546], [1.426, -1.441, 3.290], [1.349, -1.692, 4.417], [3.058, -0.422, 1.137], [4.134, -0.090, 0.866], [1.613, -2.610, 0.803], [1.745, -3.653, 0.323], [-1.783, -1.737, 2.917], [-4.057, -2.687, 2.574], [-5.090, -2.671, 0.294], [-3.833, -1.662, -1.616], [-1.583, -0.649, -1.243], [0.944, 2.450, 0.733], [-0.703, 2.326, 1.410], [-2.644, 3.692, 6.587], [-1.835, 4.819, 6.193], [-0.869, 4.652, 5.248], [-0.745, 3.498, 4.419], [0.376, 3.394, 3.607], [1.364, 4.376, 3.655], [2.542, 3.853, 3.104], [2.384, 2.595, 2.711], [0.932, 2.198, 2.862], [1.211, 5.569, 4.353], [0.090, 5.701, 5.159], [-3.294, 4.122, 7.345], [-3.239, 3.312, 5.747], [-2.030, 2.888, 7.015], [-1.469, 2.674, 4.457], [3.415, 4.365, 3.055], [3.176, 2.005, 2.261], [0.881, 1.319, 3.533], [1.964, 6.353, 4.269], [-0.083, 6.590, 5.766]],
  "mulliken_charge": [-0.39, -0.04, -0.16, -0.03, -0.45, 0.09, -0.46, -0.12, 1.27, -0.32, -0.63, -0.36, -0.56, -0.15, -1.70, 2.92, -0.01, -0.01, -0.40, -0.21, -0.45, 0.23, -0.44, 0.38, 0.34, 0.35, 0.36, 0.44, 0.58, -1.69, -0.72, -0.46, 0.39, 1.08, -1.19, -0.85, 0.23, -0.92, 1.28, -0.84, -0.77, 0.25, 0.30, 0.31, 0.58, 0.30, 0.39, 0.46, 0.36, 0.43]
}


[4]
{
  "formula": "C24H16N7OReSe",
  "method": "wB97M-V/def2-TZVPD",
  "homo_ev": [-17.215, -17.243],
  "homo_lumo_gap_ev": [4.853, 5.268],
  "multiplicity": 2,
  "total_charge": 3,
  "symbols": ["Re", "O", "C", "N", "C", "C", "C", "C", "C", "C", "N", "C", "C", "C", "C", "C", "N", "H", "H", "H", "H", "H", "H", "H", "H", "H", "H", "Se", "N", "C", "C", "C", "C", "C", "N", "C", "C", "N", "C", "C", "C", "C", "C", "N", "H", "H", "H", "H", "H", "H"],
  "xyz": [[-0.680, -0.003, 0.516], [-1.618, 1.687, 4.100], [-1.404, 1.469, 2.939], [-1.088, 0.237, 2.401], [-1.170, -0.898, 3.281], [-1.519, -2.088, 2.436], [-2.182, -3.198, 2.939], [-2.542, -4.219, 2.072], [-2.213, -4.105, 0.726], [-1.537, -2.979, 0.297], [-1.206, -1.977, 1.125], [-1.489, 2.497, 1.843], [-2.028, 3.749, 2.090], [-2.120, 4.649, 1.035], [-1.641, 4.265, -0.209], [-1.120, 2.988, -0.377], [-1.056, 2.107, 0.624], [-1.889, -0.724, 4.090], [-0.197, -1.063, 3.774], [-2.445, -3.246, 3.985], [-3.086, -5.080, 2.438], [-2.489, -4.872, 0.019], [-1.252, -2.869, -0.742], [-2.376, 3.989, 3.085], [-2.546, 5.631, 1.193], [-1.685, 4.941, -1.050], [-0.747, 2.668, -1.343], [5.110, -0.429, -4.638], [3.372, -0.578, -4.748], [2.814, -0.416, -3.569], [1.407, -0.465, -3.296], [0.423, -0.659, -4.274], [-0.901, -0.694, -3.877], [-1.221, -0.536, -2.530], [-0.308, -0.321, -1.581], [0.996, -0.281, -1.960], [1.939, -0.019, -0.911], [1.427, 0.153, 0.332], [2.261, 0.414, 1.343], [3.631, 0.544, 1.166], [4.177, 0.372, -0.098], [3.325, 0.072, -1.165], [3.764, -0.153, -2.512], [5.014, -0.129, -2.915], [0.716, -0.772, -5.306], [-1.684, -0.846, -4.605], [-2.253, -0.578, -2.203], [1.816, 0.532, 2.324], [4.262, 0.774, 2.011], [5.240, 0.459, -0.275]],
  "mulliken_spin": [0.86, 0.04, -0.02, 0.03, 0.00, 0.01, 0.00, 0.01, -0.01, 0.02, 0.00, 0.02, 0.00, 0.01, 0.00, 0.00, -0.01, 0.00, 0.00, 0.00, 0.00, 0.00, 0.00, 0.00, 0.00, 0.00, 0.00, 0.00, 0.00, 0.00, 0.00, 0.01, -0.01, 0.00, -0.03, -0.01, 0.00, 0.04, 0.03, -0.01, 0.02, -0.01, 0.00, 0.00, 0.00, 0.00, 0.00, 0.00, 0.00, 0.00]
}


In the order shown, the computed max |F| values come out to 0.6, 2.3, 5.7, 2.1 eV/Å.